(1)
{
  "formula": "C11H16Cl3MoNO2",
  "method": "ωB97M-V/def2-TZVPD",
  "homo_lumo_gap_ev": [5.970, 6.586],
  "de_lowest_kcal_mol": 0.00,
  "total_energy_ev": -56680.048,
  "multiplicity": 3,
  "charge": -2,
  "species": ["C", "C", "C", "C", "C", "C", "C", "C", "C", "C", "Mo", "Cl", "Cl", "Cl", "H", "H", "H", "H", "H", "H", "H", "H", "H", "H", "H", "H", "H", "H", "H", "O", "H", "O", "C", "N"],
  "xyz": [[-0.2688, 1.0587, -0.9898], [-1.1049, 0.0096, -0.4680], [-0.3075, -1.1707, -0.3149], [-2.5709, 0.0474, -0.2933], [1.0399, -0.8504, -0.7495], [1.0631, 0.5324, -1.1054], [2.2399, 1.3117, -1.6129], [-0.7395, 2.3300, -1.6003], [-0.8529, -2.5040, 0.0265], [2.1408, -1.8189, -1.0122], [0.3975, 0.3269, 1.2144], [-4.0411, -2.0588, 1.9884], [-0.6183, 2.5159, 1.7034], [1.5883, -1.4219, 2.3461], [-2.9090, 1.0770, -0.1306], [-2.8625, -0.5475, 0.6067], [-3.1156, -0.3989, -1.1516], [-1.6632, -2.3749, 0.7620], [-0.0741, -3.1476, 0.4504], [-1.2768, -3.0040, -0.8604], [1.9380, -2.7671, -0.5053], [3.1093, -1.4446, -0.6488], [2.2450, -2.0023, -2.0970], [3.1896, 0.7647, -1.4999], [2.3543, 2.2656, -1.0658], [2.1012, 1.5527, -2.6798], [-1.7158, 2.6092, -1.1955], [-0.8426, 2.2506, -2.6983], [-0.0348, 3.1451, -1.3899], [2.0180, 1.3179, 1.2984], [1.9704, 2.1680, 1.7908], [-0.7074, 0.2555, 5.1393], [-0.8141, 0.0591, 3.9720], [-0.8755, -0.0863, 2.7710]],
  "forces_ev_per_a": [[0.5353, -1.4487, -0.1869], [0.4905, -0.2811, -1.0120], [0.3215, 0.4969, -1.0292], [-0.7455, -0.2192, 0.6916], [-0.8508, 0.7502, -0.0769], [-0.7866, -0.3367, -0.4409], [0.1617, 0.2256, 0.0644], [0.0131, 0.6136, 0.3181], [-0.2442, -0.3783, 0.3425], [0.4500, -0.1053, 0.3108], [-0.7945, 0.4461, 0.4151], [-0.3180, -0.2903, 0.0256], [0.0811, 0.7584, -0.0179], [0.8055, -0.5742, 0.1045], [-0.0624, -0.1852, -0.0589], [-0.0193, 0.4258, -0.5985], [0.3173, 0.2560, 0.2909], [0.1702, -0.3131, -0.1423], [-0.1926, 0.0960, 0.0346], [0.0804, 0.1445, 0.1592], [0.1036, 0.1439, -0.0967], [-0.2616, -0.1165, -0.0117], [-0.1431, 0.0325, 0.3109], [-0.4065, 0.1135, -0.0082], [-0.1218, -0.4515, -0.1261], [0.0637, -0.0818, 0.1888], [0.1834, 0.0451, -0.0097], [0.1126, -0.2014, 0.3402], [-0.2017, -0.0774, -0.0142], [1.9315, 1.7650, 0.7826], [-0.2239, -0.9121, -0.5403], [-0.3195, -0.1948, 0.2109], [0.3079, 0.0355, -2.4966], [-0.4372, -0.1809, 2.2763]]
}

=====

(2)
{
  "formula": "C11H16F2N2",
  "method": "ωB97M-V/def2-TZVPD",
  "homo_lumo_gap_ev": 9.936,
  "de_lowest_kcal_mol": 26.16,
  "total_energy_ev": -20075.388,
  "smiles": "C#CCC(F)(F)C1(CCC(C)(C)C)N=N1",
  "species": ["C", "C", "C", "C", "F", "F", "C", "C", "C", "C", "C", "C", "C", "N", "N", "H", "H", "H", "H", "H", "H", "H", "H", "H", "H", "H", "H", "H", "H", "H", "H"],
  "xyz": [[-1.3218, -3.0713, 1.8166], [-1.1706, -2.6485, 2.8986], [-1.0658, -1.8794, 4.0760], [-1.0054, -0.3475, 3.9306], [-0.7355, 0.2502, 5.1259], [-2.2138, 0.0731, 3.5997], [0.2332, 0.1581, 2.6034], [-0.3413, -0.1293, 1.2367], [0.6101, 0.6188, 0.2255], [0.2641, 0.2460, -1.1957], [0.3446, -1.2334, -1.4792], [1.4156, 0.8688, -2.0431], [-1.2292, 0.7176, -1.5838], [1.2232, 1.0880, 3.0317], [1.5643, -0.0939, 3.0092], [-1.4580, -3.4575, 0.8863], [-2.1297, -2.0347, 4.4767], [-0.3278, -2.2676, 4.7767], [-0.3888, -1.2570, 1.0574], [-1.3050, 0.5212, 1.1443], [1.4495, -0.0523, 0.5109], [0.6766, 1.6262, 0.5887], [1.3811, -1.6356, -1.5567], [-0.2458, -1.3565, -2.4293], [-0.1488, -1.8168, -0.7523], [1.2764, 1.9842, -2.0957], [2.3791, 0.7240, -1.6860], [1.3635, 0.2919, -3.0207], [-1.3809, 1.7069, -1.1407], [-1.3731, 0.7113, -2.6810], [-1.9294, -0.0153, -1.0579]],
  "forces_ev_per_a": [[-0.2337, -0.9579, -0.7597], [0.8029, 1.0155, 0.7572], [-1.9675, 0.4826, 2.2395], [3.1125, 0.1582, -2.1634], [0.5018, -0.3966, -0.3739], [-1.0398, 0.6110, -0.8250], [-4.5228, -2.2852, 2.9574], [-0.7283, 2.5778, -0.5137], [-0.6310, -4.4092, 1.8307], [0.2594, 1.5585, -0.7146], [0.0811, -0.2306, -1.3348], [-3.1456, 0.5992, -2.0933], [1.3016, -1.0225, 1.0545], [0.3681, 0.4603, -0.1220], [0.8041, -0.0416, 0.2027], [-0.2997, -0.9084, -1.9178], [1.4772, 0.2280, 0.4403], [-0.0284, 0.1800, 0.0494], [-0.2935, 2.2022, 0.2904], [0.9418, -2.0548, 0.4804], [0.9065, 1.4258, -0.7524], [0.4020, 0.6617, -0.5827], [-0.6669, 0.4114, -0.1745], [0.9720, -0.3568, 0.6331], [-0.7068, -0.7585, 0.8354], [0.0689, -1.0193, -0.5672], [1.6436, -0.6309, 1.2063], [0.1745, 1.4708, 0.5607], [-0.2292, -0.0129, -0.3644], [-0.0401, 0.0420, 0.6495], [0.7153, 1.0002, -0.9283]]
}

=====

(3)
{
  "formula": "C11H16F4KN2O17S4",
  "method": "ωB97M-V/def2-TZVPD",
  "homo_lumo_gap_ev": 8.428,
  "de_lowest_kcal_mol": 36.47,
  "total_energy_ev": -119992.683,
  "charge": -1,
  "species": ["K", "N", "S", "O", "O", "F", "S", "O", "O", "F", "N", "S", "O", "O", "F", "S", "O", "O", "F", "C", "C", "O", "C", "O", "O", "H", "H", "H", "H", "C", "C", "C", "O", "C", "O", "O", "H", "H", "H", "H", "H", "H", "C", "C", "C", "O", "C", "O", "O", "H", "H", "H", "H", "H", "H"],
  "xyz": [[8.8011, -19.1099, 17.0199], [13.8422, -17.8198, 18.5203], [13.0248, -19.0336, 18.2143], [13.6828, -20.0046, 17.3704], [11.6063, -18.8973, 17.9232], [13.0749, -19.8354, 19.6178], [13.9203, -17.0203, 17.0529], [12.7251, -16.3159, 16.7205], [14.6605, -17.6284, 16.0084], [14.8350, -15.8855, 17.6265], [9.2333, -17.4441, 14.9504], [10.2315, -18.4134, 13.9974], [10.2870, -18.0187, 12.6213], [10.3223, -19.7696, 14.4912], [11.6152, -17.8467, 14.5243], [8.0076, -17.4944, 14.0721], [7.4878, -18.7609, 13.6711], [7.8227, -16.4172, 13.1111], [6.8665, -17.0051, 15.1277], [11.1131, -22.6423, 14.3035], [12.5181, -22.2567, 13.9532], [12.8924, -23.3623, 13.0890], [12.1766, -24.4201, 13.4745], [12.3254, -25.5580, 13.1101], [11.1346, -24.0639, 14.2096], [10.3739, -22.2802, 13.5832], [10.7650, -22.3211, 15.2816], [13.1951, -22.2616, 14.8177], [12.7595, -21.2703, 13.5648], [5.7563, -17.9097, 10.7331], [5.5330, -17.7164, 9.2527], [5.5234, -18.9137, 8.3097], [4.2551, -18.8833, 7.7118], [3.4688, -17.9500, 8.2830], [2.2893, -17.8868, 8.1352], [4.2040, -17.1582, 9.0766], [5.6074, -16.9901, 11.2978], [6.7246, -18.2934, 11.0483], [4.9592, -18.5775, 11.0811], [6.2505, -16.9558, 8.9339], [5.7184, -19.8655, 8.8107], [6.2951, -18.7831, 7.5477], [12.2493, -15.9469, 10.9449], [12.9939, -15.2792, 12.1057], [13.5166, -16.2278, 13.2038], [14.8609, -15.7717, 13.4044], [15.2454, -14.9457, 12.4200], [16.3451, -14.5381, 12.2262], [14.1921, -14.7058, 11.5875], [12.4608, -15.4022, 10.0278], [11.1743, -15.9216, 11.1363], [12.4546, -17.0167, 10.8738], [12.2825, -14.5309, 12.4637], [13.5113, -17.2475, 12.8379], [12.9733, -15.9109, 14.0867]],
  "forces_ev_per_a": [[0.5929, -0.0628, 0.1526], [0.7402, 2.9215, -1.4324], [-1.4370, -6.2946, -0.6806], [-0.4122, 0.5234, -0.0244], [0.0423, 0.4539, 0.6021], [-0.3027, 1.2127, -0.1351], [0.5354, 1.7735, 1.2381], [-0.3333, -0.3870, 0.0537], [0.0638, -0.4285, 0.2245], [0.4636, 0.1081, -0.0037], [3.1953, -1.9169, -0.3203], [3.7586, 0.7853, 1.5829], [-0.7965, -1.0185, 0.6170], [-1.1001, 0.7818, -0.7291], [-0.8093, -0.0459, 0.1526], [-7.0605, 4.4919, -3.1122], [0.6357, -1.2177, 0.2054], [1.1863, -1.3233, 0.7624], [0.8069, -0.5629, 0.7706], [-1.0474, 0.7953, -0.1725], [1.2459, -0.0627, 0.8783], [0.5767, 0.6898, 0.1136], [-0.3863, -1.7554, -1.4019], [0.5641, 0.7677, 0.2285], [-0.4156, 0.3957, 1.0745], [0.1755, 0.0674, -0.0777], [0.3027, -0.1542, 0.1243], [-0.2827, -0.4791, 0.1653], [-0.6984, -0.2123, -0.8784], [-0.9483, -0.6119, 0.4884], [0.4590, 1.2567, 0.5016], [1.1529, 0.1340, 0.1709], [-0.5579, -0.6098, -0.4683], [-0.0493, -0.1705, 0.4552], [0.1166, 0.2569, -0.2531], [0.0912, -0.0151, 0.0757], [0.0979, 0.2080, -0.3144], [0.0733, -0.1393, -0.3820], [0.2686, -0.1981, 0.1717], [-0.1877, -0.0259, -0.3660], [-0.3255, 0.0391, 0.0560], [-0.1603, -0.1143, -0.0839], [-0.4006, -0.3151, 0.5913], [-0.4534, -0.8786, -1.1387], [-0.2491, 2.1415, -0.3975], [0.4560, -0.0671, 0.0495], [-0.6282, -0.5637, -0.6045], [0.0617, 0.1838, 0.2501], [0.3348, 0.6113, 0.2155], [0.0251, -0.1699, -0.0954], [0.0047, 0.2072, -0.0428], [0.4437, 0.1183, -0.3179], [0.6761, 0.4048, 0.3993], [-0.0845, -0.2435, 0.6466], [-0.0205, -1.2849, 0.4143]]
}